Entry from OMol25: a cluster of 5 separate species, C20H40O15 in total at a distorted geometry (ωB97M-V/def2-TZVPD).

## Properties
Multiplicity ... 1
Electronic energy ... -52099.5783 eV
HOMO ... -0.39283 Eh
ΔE to the lowest compared entry with this formula, charge and spin ... 207.2 kJ/mol

Element x y z (Å)
1 C 2.51968 1.40364 -5.57445
2 C 2.16705 0.14072 -4.85545
3 O 1.77006 0.56559 -3.53892
4 C 2.66406 0.49023 -2.57714
5 O 3.89009 0.29729 -2.62328
6 O 1.89286 0.74982 -1.42990
7 C 2.55163 0.53412 -0.20840
8 H 2.94031 1.28952 -6.57353
9 H 3.25239 1.91759 -4.95228
10 H 1.63639 2.01770 -5.75001
11 H 2.94967 -0.60782 -4.73179
12 H 1.27901 -0.28908 -5.31888
13 H 3.49612 0.00136 -0.31886
14 H 1.90158 0.06249 0.52855
15 H 2.91505 1.44975 0.25812
16 C -3.88255 -0.10964 -2.85325
17 C -2.37719 0.06182 -2.81680
18 O -2.04077 0.68927 -1.50282
19 C -1.55436 -0.08738 -0.50879
20 O -1.35983 -1.30855 -0.49024
21 O -1.24897 0.69179 0.51597
22 C -0.77576 0.12860 1.75656
23 H -4.32928 -0.59617 -1.98617
24 H -4.20668 -0.83119 -3.60318
25 H -4.44601 0.81899 -2.94415
26 H -1.96471 0.66468 -3.62583
27 H -1.85495 -0.86481 -3.05495
28 H 0.04656 -0.56155 1.56796
29 H -1.54325 -0.45582 2.26402
30 H -0.26879 0.80786 2.44191
31 C -4.30155 -1.50174 3.17975
32 C -4.27448 -1.24650 4.68858
33 O -3.39462 -0.15801 4.89423
34 C -2.11110 -0.45907 5.17248
35 O -1.61609 -1.57746 5.30814
36 O -1.44715 0.71336 5.32104
37 C -0.03534 0.61284 5.54442
38 H -5.20995 -2.05733 2.94686
39 H -3.47297 -2.17356 2.95566
40 H -4.25251 -0.61023 2.55453
41 H -4.17743 -2.15030 5.29009
42 H -5.18582 -0.71511 4.96278
43 H 0.38104 1.57690 5.83649
44 H 0.46818 0.28209 4.63603
45 H 0.06254 -0.07906 6.38097
46 C -0.30039 -3.74199 -3.28462
47 C -1.68726 -4.39127 -3.28835
48 O -1.58403 -5.48584 -4.22237
49 C -1.91206 -5.16680 -5.50544
50 O -2.14106 -4.05766 -5.98018
51 O -1.79053 -6.23229 -6.28887
52 C -1.94708 -6.17379 -7.74598
53 H 0.51745 -4.36483 -2.92223
54 H -0.19062 -2.85411 -2.66195
55 H -0.03207 -3.36180 -4.27029
56 H -2.45742 -3.68827 -3.60573
57 H -1.86514 -4.77667 -2.28439
58 H -1.13756 -5.49954 -8.02555
59 H -2.83971 -5.60635 -8.00923
60 H -1.70772 -7.07180 -8.31554
61 C 5.68737 6.00667 5.46598
62 C 4.17751 6.29039 5.43685
63 O 3.64634 5.62437 4.34336
64 C 2.89381 4.56523 4.52015
65 O 2.65088 4.11510 5.60374
66 O 2.44872 4.14323 3.30960
67 C 1.70935 2.94872 3.18298
68 H 6.08701 5.95134 4.45340
69 H 5.83279 4.98270 5.81011
70 H 6.25354 6.78619 5.97578
71 H 3.96524 7.33034 5.18876
72 H 3.74878 6.12929 6.42596
73 H 0.68347 3.29349 3.31266
74 H 2.02869 2.30907 4.00577
75 H 1.80958 2.46919 2.20928